Here is 3 unconnected molecules or ions with the total composition C5H15O3 from the OMol25 dataset. Energies are from ωB97M-V/def2-TZVPD.

Geometry as XYZ:
```
23
Properties=species:S:1:pos:R:3:mulliken_charge:R:1
C 0.49 -1.08 1.10 -0.472
O 0.72 0.11 1.74 -0.815
C 0.94 -1.13 -0.38 -0.909
C 0.18 -0.23 -1.42 1.404
C -0.74 -1.07 -2.30 -1.679
C 1.18 0.57 -2.26 -1.496
H 1.04 -1.96 1.53 0.251
H -0.58 -1.33 1.17 0.166
H 0.85 -2.17 -0.71 0.293
H 2.00 -0.84 -0.42 0.285
H -0.48 0.36 -0.79 -0.015
H -1.47 -0.60 -2.95 0.365
H -0.19 -1.84 -2.86 0.383
H -1.24 -1.77 -1.60 0.383
H 1.42 1.49 -1.70 0.313
H 0.77 1.03 -3.17 0.395
H 2.11 0.02 -2.43 0.333
H -0.36 0.64 2.32 0.482
H -1.70 -0.26 2.84 0.223
O -1.45 0.63 2.73 -0.869
H -1.46 1.54 1.05 0.390
H 0.04 1.97 0.75 0.312
O -0.84 1.94 0.40 -0.723
```

Computed properties:
Total charge: -1
DFT total energy: -11570.9118 eV
E_HOMO: -4.0 eV
ΔE to the lowest compared entry with this formula, charge and spin: 68.1 kJ/mol
Orbital gap: 7.7125 eV
Max |F|: 2.666 eV Å⁻¹